Record 1
The following is a DFT calculation (wB97M-V/def2-TZVPD) of a molecular structure, C31H21F3N7RhS2SbSe.

Summary:
ΔE to the lowest compared entry with this formula, charge and spin ... 57.4 kcal per mole
Gap between HOMO and LUMO (spin up / spin down) ... 5.238 / 5.237 eV
DFT total energy ... -147624.3265 eV
Net charge ... +1
2S+1 ... 1
E_LUMO (spin up / spin down) ... -5.25 / -5.25 eV
Highest occupied orbital energy (spin up / spin down) ... -10.49 / -10.49 eV

```
67
Properties=species:S:1:pos:R:3:forces:R:3
Sb 1.220 -0.709 0.395 0.781 -0.579 0.006
Rh -1.456 -0.292 -0.055 -0.927 -0.598 -0.326
Se -0.903 2.180 3.335 -0.068 -0.150 -1.270
S -3.169 0.932 -1.074 0.977 -0.295 0.373
S -3.201 -1.584 0.939 1.841 0.181 -0.052
F 3.464 0.075 -5.370 0.006 -0.018 0.100
F 4.983 -5.118 2.724 -0.001 0.030 -0.022
F 3.861 4.340 2.967 0.024 -0.010 0.023
N -9.185 1.411 -1.390 -0.450 0.237 -0.146
N -0.916 1.290 1.771 -0.361 -0.142 -0.972
N -0.481 -3.025 -0.813 0.168 -0.561 -0.058
N -9.308 -2.138 0.593 -0.403 -0.207 0.116
N -0.398 1.727 -0.445 -0.300 0.027 -1.424
N -0.411 3.669 2.563 0.089 0.602 0.013
N -1.365 -2.220 -1.608 -0.151 1.164 0.879
C 2.997 -0.088 -4.128 -0.077 0.046 0.147
C -0.021 4.440 0.254 0.176 0.193 -0.998
C 3.259 -3.057 0.321 0.069 -0.034 0.019
C -7.047 0.218 -0.642 0.517 -0.800 0.516
C 3.344 3.233 2.428 -0.203 -0.216 -0.174
C -4.660 -0.946 0.271 -0.783 1.041 -0.875
C 2.031 -0.441 -1.577 -0.324 -0.158 0.788
C 3.401 -0.434 -1.801 -0.073 0.006 -0.046
C -8.245 0.855 -1.049 -0.195 0.052 -0.127
C -7.072 -0.984 0.110 0.456 0.782 -0.376
C -8.313 -1.610 0.387 -0.140 -0.145 0.095
C 1.156 -0.224 -2.631 -0.056 0.005 0.087
C 2.426 -2.341 1.164 -0.743 0.774 -0.382
C 3.283 -3.537 3.063 0.123 -0.111 0.014
C -5.890 -1.543 0.568 0.331 0.138 -0.100
C -0.291 3.492 1.251 -0.345 -1.017 0.688
C 2.245 0.962 1.306 -0.458 -0.444 -0.289
C -4.639 0.210 -0.546 -0.752 -0.822 0.471
C -0.169 2.656 -1.372 -0.172 -1.451 0.857
C 1.629 -0.048 -3.919 0.110 0.031 -0.210
C 4.138 -4.218 2.212 -0.209 0.212 -0.111
C -5.835 0.789 -0.973 0.271 -0.253 0.228
C 2.381 1.067 2.686 0.062 -0.034 -0.111
C 2.937 2.200 3.256 0.094 0.177 0.035
C 2.648 2.018 0.496 0.073 -0.110 0.026
C 4.132 -3.995 0.844 0.116 -0.160 0.179
C 0.000 4.002 -1.057 0.255 1.190 0.954
C 3.892 -0.259 -3.083 0.056 0.041 -0.225
C 3.202 3.156 1.052 0.132 0.191 0.167
C 2.418 -2.599 2.526 -0.002 0.022 0.025
C -0.542 2.146 0.820 -0.044 0.408 1.586
H 0.960 0.127 -4.748 -0.007 0.002 -0.115
H 3.516 3.982 0.433 0.091 0.128 -0.040
H -0.915 -2.032 -2.506 -0.032 0.095 0.373
H -0.956 -3.223 0.071 0.084 0.109 -0.316
H 0.092 -0.148 -2.428 0.031 -0.045 -0.153
H 4.953 -0.244 -3.278 0.098 -0.010 -0.071
H 0.196 4.702 -1.853 -0.019 0.051 -0.077
H -0.274 -3.919 -1.263 -0.249 0.188 0.014
H 0.156 5.471 0.515 0.007 0.150 -0.006
H 1.729 -2.079 3.178 0.039 0.015 0.102
H -0.084 2.320 -2.394 -0.034 -0.103 -0.088
H -5.803 1.692 -1.558 -0.067 0.146 -0.108
H 3.238 -2.890 -0.744 0.066 0.016 -0.120
H 2.528 1.959 -0.579 0.073 0.019 0.020
H 4.089 -0.543 -0.973 0.091 -0.057 0.001
H 3.307 -3.729 4.124 0.009 -0.106 0.100
H -5.920 -2.440 1.169 -0.039 -0.069 0.007
H 4.813 -4.537 0.209 0.056 -0.136 -0.049
H -2.265 -2.679 -1.799 0.236 0.343 0.264
H 2.060 0.259 3.332 0.017 -0.004 0.055
H 3.048 2.293 4.325 0.059 0.034 0.110
```
Positions in Å, forces in eV/Å.

Record 2
The following is a DFT calculation (wB97M-V/def2-TZVPD) of a molecular structure, C9H18NaO8.

Summary:
ΔE to the lowest compared entry with this formula, charge and spin ... 106.3 kcal per mole
Gap between HOMO and LUMO ... 3.781 eV
DFT total energy ... -30415.7243 eV
Net charge ... -1
2S+1 ... 1
E_LUMO ... 1.47 eV
Highest occupied orbital energy ... -2.31 eV

```
36
Properties=species:S:1:pos:R:3:forces:R:3
Na -0.896 -1.097 1.111 0.011 -0.425 0.750
O -6.070 1.992 -1.054 -1.711 3.088 -2.843
O 4.969 0.854 -1.399 -1.159 -0.091 0.018
O -6.121 0.532 0.405 -3.746 -3.027 2.307
O -0.065 -0.572 4.955 0.464 0.025 -0.927
O 3.897 1.339 -3.321 0.889 -0.663 1.125
O 2.814 -0.001 -1.686 5.065 3.481 -2.081
O -4.135 1.305 -0.014 -2.758 0.384 -2.148
O -2.135 -5.183 1.303 -0.105 -1.240 -1.107
C 1.000 0.131 5.501 -1.601 -1.374 -0.317
C 5.840 1.771 -2.078 1.804 -1.807 0.090
C -2.604 -6.493 0.963 0.173 2.712 1.035
C -5.383 1.259 -0.300 7.797 -0.132 4.037
C 5.263 1.797 -3.489 0.451 0.933 0.551
C -5.652 -0.390 1.432 0.938 -0.583 -0.951
C 3.827 0.674 -2.083 -3.980 -2.188 0.677
C -5.409 3.034 -1.789 1.740 -0.604 -1.410
C 7.283 1.117 -1.882 -0.540 1.291 -0.410
H -4.784 -0.931 1.054 0.098 0.214 -0.079
H 5.353 2.846 -3.771 -0.892 0.019 -0.436
H 1.845 -0.476 5.828 0.558 -0.762 0.247
H -3.320 -6.720 1.752 -0.218 -0.995 0.335
H -4.330 2.884 -1.769 0.038 -0.146 0.601
H -1.845 -7.268 0.852 0.539 -0.357 0.363
H -3.184 -6.593 0.046 -0.342 0.327 -0.791
H 5.755 2.762 -1.633 0.092 -0.172 0.309
H 7.487 1.042 -0.814 -0.281 -0.476 -0.060
H 5.879 1.273 -4.219 -0.563 -0.750 0.040
H -6.405 -1.167 1.564 -0.311 0.580 0.019
H -5.555 4.084 -1.532 -0.854 -0.443 0.661
H 7.416 0.188 -2.436 -0.623 -0.280 0.416
H -5.350 0.068 2.374 -0.367 0.450 -0.278
H 0.590 0.546 6.421 0.500 1.189 0.433
H -5.593 2.879 -2.853 -0.747 0.097 0.112
H 1.487 0.819 4.809 -0.035 1.022 -0.073
H 8.131 1.695 -2.248 -0.324 0.704 -0.218
```
Positions in Å, forces in eV/Å.

Record 3
The following is a DFT calculation (wB97M-V/def2-TZVPD) of C9H14N2OS in the gas phase.

Summary:
ΔE to the lowest compared entry with this formula, charge and spin ... 45.9 kcal per mole
SMILES string ... CC[C@@H]1NC(=S)N=C(C)[C@@H]1C(C)=O
Gap between HOMO and LUMO ... 7.878 eV
DFT total energy ... -25422.3580 eV
2S+1 ... 1
E_LUMO ... -0.28 eV
Highest occupied orbital energy ... -8.16 eV

```
27
Properties=species:S:1:pos:R:3:forces:R:3
S -3.111 -0.491 2.687 0.075 0.408 -0.200
O 2.067 0.333 -0.624 -1.379 -0.276 -0.416
N -2.175 0.398 0.374 0.903 -0.514 0.143
N -0.832 -1.132 1.663 2.548 -0.417 -1.900
C 0.051 1.969 1.432 -0.100 0.783 2.303
C 1.579 -0.740 -2.633 -1.465 -0.416 -1.261
C -1.058 0.735 -0.528 -0.370 0.773 0.330
C -0.425 2.052 0.019 -0.601 -0.352 -0.423
C -0.175 -0.522 -0.638 1.119 0.545 -0.147
C 0.057 -1.221 0.693 -1.962 -0.893 1.614
C 1.110 -2.337 0.879 -1.023 0.868 -0.195
C -1.956 -0.343 1.514 -1.304 0.052 -0.091
C 1.187 -0.208 -1.290 1.919 0.259 1.149
H 1.974 -1.980 1.414 0.295 0.250 0.294
H -0.696 -1.235 -1.268 -0.243 -0.265 -0.173
H 0.691 1.112 1.645 0.210 0.323 -0.167
H -1.475 0.932 -1.543 0.203 -0.104 0.682
H 1.465 -2.735 -0.061 0.005 -0.033 -0.383
H -2.837 1.140 0.524 -0.319 -0.038 -0.081
H -1.202 2.827 -0.001 -0.126 -0.181 -0.262
H -0.791 1.901 2.182 0.646 -0.036 -0.878
H 1.035 -0.257 -3.484 0.007 -0.416 0.751
H 0.624 -3.130 1.451 0.149 0.148 -0.009
H 0.571 2.923 1.733 -0.253 -1.004 -0.425
H 0.358 2.434 -0.609 0.477 -0.094 -0.527
H 2.616 -0.599 -2.866 0.567 0.146 0.389
H 1.348 -1.824 -2.664 0.021 0.484 -0.115
```
Positions in Å, forces in eV/Å.